[1]
# C69H184O23

23 unconnected molecules or ions with the total composition C69H184O23 (ωB97M-V with the def2-TZVPD basis set, the OMol25 dataset).

Properties
Relative energy (zero: lowest compared OMol25 entry of this formula, charge and spin) in kcal per mole: 15.7
Kohn-Sham gap in eV: 9.725

Geometry (Å):
C (-5.506, 4.522, 4.779)
C (7.123, 1.251, -2.176)
H (-0.765, 5.743, -2.428)
H (-1.610, 2.831, 7.474)
C (0.233, -0.287, -0.412)
C (7.409, -4.922, -3.765)
H (-1.617, 4.762, -4.565)
O (-3.174, -3.346, -6.502)
H (4.972, -5.947, -2.492)
H (-8.968, -1.208, -0.746)
C (-1.268, -1.090, -4.029)
H (2.206, 0.522, -0.851)
H (5.227, 0.627, -4.856)
H (-0.093, 5.195, 8.162)
H (-1.411, 0.933, -3.182)
H (6.770, 0.475, -1.493)
H (-2.333, 0.791, -4.622)
H (-1.562, 4.947, 4.684)
C (3.067, 7.075, 1.628)
C (2.854, -4.445, -5.985)
H (-3.174, -1.726, 2.951)
C (-0.087, -5.008, -0.409)
H (4.651, -5.622, -6.081)
H (-2.979, 3.819, 0.223)
H (1.253, -0.426, 1.548)
H (-8.382, -0.261, -3.026)
H (1.380, 0.220, 6.991)
H (3.832, -4.487, 3.671)
H (0.483, 3.596, 8.144)
H (-6.319, -1.644, -3.413)
H (1.393, 4.834, 7.158)
H (-4.982, -2.086, -0.349)
C (6.176, -4.269, -3.163)
H (7.940, -4.185, -4.338)
C (1.379, -4.998, -0.846)
C (0.264, -0.366, 1.130)
H (-5.459, -0.576, -2.293)
H (-2.543, -6.585, -4.189)
O (2.957, 1.330, 6.546)
C (-0.481, -6.277, 0.333)
C (-8.070, -1.485, -1.324)
C (5.095, 4.867, -3.009)
H (-1.558, -6.258, 0.541)
O (-6.498, 0.941, 1.196)
C (-8.087, -0.482, 2.149)
H (0.987, 1.780, -0.685)
H (1.799, -0.124, -5.924)
C (-4.139, 5.031, 4.419)
C (-1.361, 0.658, 4.363)
H (6.428, 5.856, -4.334)
C (-1.097, -4.423, -6.049)
H (-2.840, 4.313, -3.493)
O (3.462, 5.563, -0.193)
H (2.102, -0.485, 4.925)
H (-1.354, -1.538, -5.047)
H (-5.414, 3.535, 5.249)
C (4.073, 6.162, 0.964)
H (4.007, 2.774, 3.606)
H (-2.111, 3.089, -4.497)
H (-7.578, -1.403, 1.887)
H (-0.990, -0.165, 3.781)
H (0.712, 2.635, -3.762)
H (-3.446, 0.174, 4.114)
H (-4.813, -6.638, -3.677)
H (-1.550, -4.631, -5.029)
O (3.715, -3.325, -6.107)
H (-1.206, -6.285, -2.989)
C (-7.662, -0.384, -2.268)
H (-4.983, -1.079, 1.084)
H (-3.036, -6.246, -6.895)
H (6.092, -5.459, -1.273)
H (2.633, 0.323, 3.408)
C (-4.647, 3.471, -1.085)
C (3.642, -5.687, -6.472)
C (1.403, -0.630, 9.395)
C (0.504, 3.600, -3.251)
H (-2.091, -7.825, -3.135)
C (-1.913, 3.949, -3.905)
H (3.179, -4.926, -3.947)
O (0.470, -0.096, 7.211)
H (0.792, -3.948, 2.241)
O (2.017, -0.570, -5.083)
O (-3.208, -4.715, -2.461)
H (2.614, 5.084, 0.014)
C (0.390, 4.475, 7.509)
O (0.715, -1.562, -0.895)
H (1.598, -5.792, -1.523)
H (7.635, 2.052, -1.644)
H (6.209, 1.639, -2.587)
H (7.029, -1.069, -3.742)
H (1.623, -5.494, -4.565)
H (1.917, -2.190, 3.321)
C (-2.198, -4.188, -7.057)
H (-3.609, 5.260, 5.346)
C (3.380, 1.256, 5.177)
H (1.519, 2.700, 1.703)
C (1.153, 0.769, -1.049)
O (6.446, -2.997, -2.583)
H (-7.133, 0.768, -0.798)
O (7.205, -0.213, -4.157)
H (-5.545, 1.226, 3.718)
H (-0.260, -7.120, -0.362)
H (-3.158, 6.580, 3.442)
H (-3.927, -0.376, 6.376)
H (4.657, -0.705, -5.814)
H (3.680, 1.392, 7.172)
H (8.980, 2.474, -3.624)
O (-0.942, 4.969, -1.917)
H (2.022, -5.186, 0.025)
H (-4.121, 3.651, -2.015)
H (-0.706, 0.809, 5.248)
O (-1.772, 3.582, 6.865)
C (-6.308, 0.444, 3.653)
H (3.774, -5.629, -7.558)
H (3.826, 4.412, 2.309)
C (-1.406, 0.404, -4.167)
H (4.617, -4.498, -1.683)
H (1.363, 1.013, 4.354)
C (-0.891, 5.288, 5.492)
H (4.101, 0.993, -6.236)
H (-6.092, 0.125, -3.708)
H (-1.986, -5.907, -8.301)
H (7.635, 2.175, -4.764)
H (1.658, -4.087, -1.416)
H (-7.244, -1.643, -0.662)
H (3.245, -2.516, -5.849)
C (-3.779, 3.103, 0.102)
H (6.539, 4.121, -4.492)
H (-5.251, 4.363, -0.872)
H (-8.773, -0.236, 1.341)
H (-1.869, 4.667, 2.230)
H (0.147, -6.326, 1.218)
H (2.221, 6.604, 2.077)
C (3.153, 0.117, -4.479)
C (-3.224, -6.140, -2.271)
H (-2.550, 1.432, 0.785)
H (-0.303, -1.259, 1.417)
H (0.184, 2.797, 2.982)
H (1.789, -2.442, 7.267)
H (-1.825, -3.532, -7.841)
C (-4.674, -6.698, -2.586)
C (4.601, 5.059, 1.871)
C (3.624, 2.694, 4.633)
O (-3.472, 3.942, 3.614)
C (3.461, -0.719, -3.271)
H (2.675, 7.785, 0.908)
C (5.845, 4.928, -4.326)
H (4.277, 3.261, 5.300)
O (-0.286, -3.878, 0.516)
H (4.556, 2.715, -3.365)
H (-4.577, 6.101, 2.594)
H (-4.695, 7.083, 4.090)
H (7.148, -5.798, -4.345)
H (-2.337, -1.102, -2.175)
H (-6.882, 0.283, 4.566)
H (-0.531, 0.828, -4.694)
C (2.301, 0.464, 4.427)
H (0.813, 4.442, -3.876)
C (8.484, 1.718, -4.235)
C (4.167, 3.601, -2.925)
H (6.821, -3.025, -1.671)
H (2.250, -2.560, 0.850)
H (-2.852, 1.433, -0.988)
C (-6.296, -0.657, -2.966)
H (-7.845, 1.617, 2.568)
H (-0.410, -3.595, -5.864)
H (-0.512, 5.864, 2.086)
O (-3.264, 1.770, 5.311)
O (4.447, 6.064, -2.846)
H (0.127, -2.733, 6.965)
H (1.107, 0.347, 9.860)
O (-3.213, -3.745, 0.269)
H (4.342, 0.770, 5.113)
H (5.255, 4.421, 1.303)
H (-1.301, 6.013, 6.180)
H (-8.703, -0.673, 3.000)
H (2.679, 3.221, 4.586)
H (-4.918, -7.677, -2.214)
H (5.471, -4.079, -3.983)
H (3.478, 7.618, 2.468)
H (5.097, 5.412, 2.773)
C (-1.054, 5.027, 1.629)
C (-4.685, -2.053, 0.713)
H (3.787, -3.366, 1.240)
H (1.425, -1.365, 10.240)
H (-5.924, 5.213, 5.470)
H (-0.104, 3.308, 5.694)
C (-0.484, 4.111, 6.311)
H (-8.290, -2.451, -1.745)
C (0.483, -1.071, 8.240)
H (4.003, 5.992, -1.972)
H (0.956, 0.746, -2.142)
H (-3.289, -3.644, -5.563)
H (3.308, -6.721, -6.212)
H (-0.563, -1.123, 8.645)
C (-2.758, -5.514, -7.661)
H (2.441, -0.509, 9.052)
C (-3.271, -2.525, 0.962)
C (2.435, -3.071, 2.926)
H (-0.031, 5.779, 5.030)
H (-0.827, -0.078, -0.687)
H (-3.029, -6.344, -1.208)
O (0.844, 4.552, 0.194)
H (4.837, 6.847, 0.560)
H (-2.509, -1.848, 0.487)
H (0.290, 4.913, -0.541)
C (-2.310, -1.711, -3.109)
O (1.550, -4.185, 2.795)
H (1.132, 3.595, -2.389)
H (-5.910, 1.738, 1.205)
H (-2.547, 2.236, 5.820)
H (4.242, -2.820, 4.104)
H (-2.434, -4.269, 0.562)
O (-7.610, 0.908, -1.601)
H (-3.314, -1.738, -3.572)
H (5.180, 4.943, -5.171)
C (-2.900, -0.513, 5.990)
H (3.539, -1.716, 1.772)
H (-1.214, 2.948, -2.184)
C (-0.038, 3.990, 1.185)
H (5.895, 4.703, -2.248)
C (3.036, -2.683, 1.602)
H (-0.626, 3.135, 0.747)
H (-0.246, 0.503, 1.565)
H (1.991, -4.253, -6.655)
C (5.467, -5.071, -2.093)
O (-4.762, 3.142, 1.162)
H (-4.157, 0.948, 0.185)
C (-7.215, 0.705, 2.409)
H (-0.756, -4.781, -1.258)
H (-6.261, 4.481, 3.994)
C (-2.974, -2.619, 2.416)
H (0.802, -3.197, 8.583)
H (-5.748, -0.465, 3.488)
C (3.428, -3.519, 3.949)
C (7.984, 0.643, -3.328)
C (-3.295, 1.621, -0.009)
H (-3.642, -5.357, -8.278)
H (-3.671, -3.411, 2.743)
H (-5.281, 2.600, -1.278)
H (0.740, -1.054, -4.050)
H (8.164, -5.193, -3.006)
H (2.594, -0.877, -2.602)
C (2.358, -4.664, -4.588)
H (-3.474, -4.280, -1.645)
C (-4.166, 6.267, 3.603)
H (1.468, 4.044, 2.803)
H (2.844, -3.639, 4.879)
H (3.814, -1.714, -3.566)
H (-1.332, 1.545, 3.703)
O (0.021, -1.417, -3.541)
H (-4.348, 3.252, 2.032)
C (-2.764, 0.495, 4.886)
H (-5.407, -6.128, -2.053)
H (4.244, -0.277, -2.649)
H (3.252, 3.866, -3.442)
C (-0.914, 3.805, -2.790)
H (-2.013, -2.736, -2.933)
H (1.829, -3.807, -4.183)
H (0.358, -1.663, -1.803)
C (-2.195, -6.737, -3.168)
H (8.861, 0.142, -2.890)
H (9.224, 1.409, -4.987)
H (-2.173, -0.228, 6.759)
C (0.819, 3.351, 2.246)
H (-1.481, 5.378, 0.695)
C (4.347, 0.268, -5.435)
C (0.805, -2.454, 7.788)
H (-5.357, -2.783, 1.126)
H (-0.065, -3.068, 0.013)
H (-3.466, 3.134, 4.168)
H (-2.777, -1.565, 5.736)
H (2.743, 1.097, -4.207)
H (-1.970, -2.976, 2.659)
H (-0.470, -5.296, -6.309)
H (3.839, 3.383, -1.898)

Mulliken atomic charge list, values in e, 99 entries:
1. C -1.7617
2. C -0.6948
3. H 0.3230
4. H 0.3085
5. C 3.0199
6. C -1.7662
7. H 0.4365
8. O -0.5420
9. H 0.4179
10. H 0.2681
11. C 1.1367
12. H 0.3322
13. H -0.1330
14. H 0.3971
15. H -0.2246
16. H 0.2789
17. H 0.6024
18. H -0.3303
19. C -1.3340
20. C 0.5481
21. H -0.5298
22. C 1.7913
23. H 0.2357
24. H -0.6936
25. H 0.0363
26. H 0.4468
27. H -0.1316
28. H 0.4609
29. H 0.3489
30. H 0.4667
31. H 0.3049
32. H 0.1314
33. C 1.5488
34. H 0.3889
35. C -1.2844
36. C 0.0668
37. H -0.1342
38. H -0.0514
39. O -0.4958
40. C -1.6978
41. C -0.9930
42. C 0.8222
43. H 0.2779
44. O 0.2268
45. C -1.5772
46. H -0.4539
47. H 0.2950
48. C 0.9561
49. C 0.7741
50. H 0.4220
51. C 0.3052
52. H 0.3730
53. O -0.5230
54. H 0.4055
55. H 0.0711
56. H 0.2602
57. C 0.7528
58. H 0.4193
59. H 0.2387
60. H 0.1695
61. H 0.6926
62. H -0.0028
63. H -0.5887
64. H 0.2835
65. H -0.4356
66. O -0.6147
67. H 0.0389
68. C 0.3628
69. H -0.3070
70. H 0.2023
71. H 0.4391
72. H 0.4849
73. C -0.7640
74. C -1.4528
75. C -1.4088
76. C -1.1973
77. H 0.4251
78. C -1.7987
79. H -0.0880
80. O -0.0608
81. H 0.0539
82. O -0.5720
83. O 0.1097
84. H 0.2324
85. C -1.3982
86. O 0.6830
87. H 0.7802
88. H 0.4950
89. H -0.2502
90. H 0.1714
91. H 0.4434
92. H -0.6571
93. C 0.4775
94. H 0.3306
95. C 0.2407
96. H 0.3263
97. C -0.4309
98. O -0.3992
99. H 0.1411



[2]
# C69H49BrClINO20

10 unconnected molecules or ions with the total composition C69H49BrClINO20 (ωB97M-V with the def2-TZVPD basis set, the OMol25 dataset).

Properties
Kohn-Sham gap in eV: 6.122
Total charge: +1

Geometry (Å):
H (0.880, 0.940, -9.000)
C (-0.698, 3.263, 0.088)
C (-2.474, 0.789, -4.609)
H (2.744, 2.298, 3.694)
O (-6.505, -7.652, -4.504)
C (-1.115, -3.331, 0.580)
C (1.132, -5.481, 11.758)
C (-6.972, 1.248, -4.175)
C (-1.325, -0.088, -6.589)
C (-3.598, -0.883, -6.133)
C (-1.179, 4.475, 0.930)
C (-8.145, 0.642, -2.110)
O (-3.962, -3.583, -6.763)
C (-3.413, 5.142, 1.332)
H (4.481, 2.381, 2.049)
C (-4.567, 1.175, 1.714)
H (-4.475, -1.477, -6.351)
C (1.239, 0.027, 9.094)
H (0.525, -0.580, 9.629)
C (-5.922, -6.719, -5.021)
C (10.033, -1.721, -1.325)
C (-9.417, 0.576, -2.860)
H (-10.388, 0.786, -4.732)
H (-6.003, 1.038, -2.302)
H (10.820, -0.239, 0.079)
C (-3.806, -5.647, -5.642)
C (-3.661, -0.032, -4.927)
C (8.862, -2.570, -1.631)
H (-0.633, -6.762, 0.147)
H (3.322, 2.111, 0.659)
O (-2.621, -5.135, 0.514)
C (-6.926, 0.996, -2.866)
C (-6.023, -4.568, -6.194)
H (8.601, 4.353, 0.167)
H (-0.510, 1.359, -5.164)
H (8.936, -3.197, -2.510)
H (-0.561, 3.092, -13.300)
H (-6.092, 1.510, -4.743)
C (-0.462, -3.408, 10.605)
C (1.492, 2.224, -10.662)
H (5.069, 0.210, 0.819)
H (6.076, 5.849, 4.238)
H (0.427, -1.876, 0.608)
H (1.751, 3.454, -12.453)
H (-1.938, -2.644, 0.732)
O (-2.304, 1.632, -12.050)
H (1.379, 1.886, 6.143)
H (-6.550, -3.734, -6.641)
C (1.128, 2.767, 2.092)
C (0.152, -2.918, 0.514)
C (0.908, -5.306, 0.174)
O (4.567, 1.259, 9.203)
C (-1.093, -4.427, 11.188)
O (-8.102, 0.413, -0.914)
O (-0.332, -0.112, -7.293)
O (2.414, -3.500, 0.241)
H (-2.537, 1.407, -3.721)
H (-1.431, 0.578, -9.847)
C (1.763, -4.461, 11.175)
H (-2.450, -1.526, -7.794)
H (3.381, -0.479, 1.000)
C (7.036, 4.218, 3.285)
H (-3.918, -7.504, -4.626)
H (6.846, 3.488, 4.063)
C (1.735, 1.458, 7.072)
O (8.156, 2.586, 2.013)
C (2.972, 1.666, 7.523)
C (-8.244, 1.183, -4.925)
C (-4.445, -6.670, -5.072)
O (-3.690, 6.069, 2.136)
C (-1.173, 1.808, -11.638)
H (-7.857, 2.527, 0.811)
H (-6.710, 0.194, 1.359)
H (-10.300, 0.314, -2.290)
C (8.053, 4.719, 1.026)
C (1.031, 2.842, -11.924)
C (-5.882, 3.867, 1.048)
N (0.603, 3.938, 2.794)
O (-4.655, -0.007, -4.221)
C (-9.464, 0.828, -4.168)
C (3.591, 1.719, 1.715)
Cl (1.248, 4.471, 4.317)
C (1.014, -3.347, 10.556)
C (-3.714, 2.469, 1.693)
C (-0.208, 2.648, -12.378)
C (0.775, 0.623, 7.824)
C (7.776, -2.555, -0.857)
H (2.832, -0.193, 10.474)
H (4.510, -0.259, 2.496)
C (-4.547, -4.519, -6.245)
O (11.024, -1.735, -2.030)
H (-1.174, 3.030, -0.918)
C (-6.662, -5.590, -5.624)
H (6.909, -3.170, -1.065)
O (6.705, -1.673, 1.045)
H (-2.594, 2.355, 1.943)
C (-0.494, 4.755, 2.285)
C (8.868, -0.840, 0.644)
H (-7.743, -5.642, -5.578)
C (-1.466, -4.761, 0.450)
C (7.640, 5.984, 1.120)
H (-6.424, 4.842, 0.796)
H (8.793, -0.212, 1.524)
C (0.527, 1.385, -9.922)
H (-0.880, 5.656, 2.892)
Br (0.993, 0.819, -0.404)
H (-0.996, -2.584, 10.146)
C (-0.712, 1.191, -10.376)
C (4.142, 0.228, 1.512)
C (-6.089, 1.152, 1.373)
C (9.954, -0.855, -0.130)
O (-0.921, -6.472, 12.337)
O (2.624, 2.400, -10.249)
H (-2.174, -4.487, 11.234)
H (7.830, 6.713, 0.342)
C (2.477, 0.235, 9.546)
C (-1.388, 0.763, -5.382)
O (1.593, -2.414, 10.025)
H (1.731, -5.993, 0.023)
C (3.437, 1.069, 8.794)
C (-0.359, -5.718, 0.241)
C (7.781, 3.741, 2.100)
O (-2.262, 5.285, 0.455)
C (-0.344, -5.542, 11.808)
C (0.454, 2.398, 0.693)
H (2.843, -4.401, 11.129)
C (6.895, 6.461, 2.304)
C (1.258, -3.876, 0.305)
C (7.697, -1.688, 0.339)
H (-4.054, 0.179, 1.982)
C (6.623, 5.482, 3.379)
H (1.665, -6.304, 12.217)
C (-4.345, 3.858, 1.349)
O (-8.286, 1.412, -6.119)
C (-2.512, -0.909, -6.907)
C (-6.741, 2.551, 1.046)
H (3.689, 2.275, 6.986)
I (1.436, -0.065, 3.304)
H (-2.725, -5.595, -5.689)
O (-0.356, 0.435, 7.412)
O (6.520, 7.615, 2.392)
C (2.328, 1.855, 2.712)

Mulliken atomic charge list, values in e, 99 entries:
1. H 0.5419
2. C -0.3403
3. C -0.4422
4. H 0.4003
5. O -0.5350
6. C -0.5772
7. C -0.3779
8. C -0.4336
9. C 0.3461
10. C -0.4937
11. C -0.0813
12. C 0.4260
13. O -0.4919
14. C 0.1714
15. H 0.0913
16. C -0.5248
17. H 0.6318
18. C -0.1652
19. H 0.3391
20. C 0.3273
21. C 0.3407
22. C -0.4447
23. H 0.4252
24. H 0.5091
25. H 0.4329
26. C -0.4016
27. C 0.2381
28. C -0.3460
29. H 0.4227
30. H 0.2864
31. O -0.5523
32. C -0.0789
33. C -0.2914
34. H 0.4412
35. H 0.4653
36. H 0.4082
37. H 0.4104
38. H 0.4761
39. C -0.2724
40. C 0.3401
41. H 0.2265
42. H 0.4413
43. H 0.3684
44. H 0.4136
45. H 0.5825
46. O -0.5438
47. H 0.5088
48. H 0.4424
49. C 0.4810
50. C 0.0449
51. C -0.4109
52. O -0.5495
53. C -0.4316
54. O -0.4970
55. O -0.5537
56. O -0.5345
57. H 0.5337
58. H 0.4533
59. C -0.3695
60. H 0.5375
61. H 0.1200
62. C -0.3152
63. H 0.4126
64. H 0.5147
65. C -0.0680
66. O -0.5288
67. C -0.4091
68. C 0.2400
69. C -0.3749
70. O -0.4338
71. C 0.3013
72. H 0.3725
73. H 0.3627
74. H 0.4362
75. C -0.3816
76. C -0.4245
77. C -0.4766
78. N 0.1294
79. O -0.5154
80. C -0.4653
81. C 0.0735
82. Cl 0.0334
83. C 0.4572
84. C -0.0273
85. C -0.3737
86. C 0.1316
87. C -0.4123
88. H 0.4262
89. H 0.3400
90. C 0.4694
91. O -0.5392
92. H 0.4097
93. C -0.4077
94. H 0.4619
95. O -0.5381
96. H 0.2324
97. C -0.0643
98. C -0.2644
99. H 0.4145



| no. | E_HOMO (eV) |
| --- | --- |
| 1 | -9.5053 |
| 2 | -11.2614 |